[1]
126
Properties=species:S:1:pos:R:3 method="wB97M-V/def2-TZVPD" e_tot_ha=-3216.14011 max_force_ev_per_a=4.95 e_homo_ev=-10.30 homo_lumo_gap_ev=9.89
C -11.9768 -5.8613 7.7746
O -12.7425 -6.1783 8.9170
H -11.0619 -6.4538 7.7727
H -12.4632 -6.0868 6.8255
H -11.6625 -4.8224 7.8740
H -13.4508 -6.7859 8.6920
C -7.8773 0.6825 15.5116
O -8.9552 1.5635 15.2893
H -7.1794 0.8394 14.6891
H -7.4321 0.8818 16.4864
H -8.0875 -0.3798 15.3873
H -9.4217 1.7461 16.1083
C -1.2146 -9.1917 6.7893
O -0.7007 -7.9805 6.2941
H -0.7837 -10.1445 6.4818
H -1.2485 -9.1462 7.8778
H -2.2487 -9.2792 6.4559
H -0.8940 -7.9216 5.3556
C -12.0491 -2.8853 13.0962
O -12.9698 -2.9264 12.0897
H -12.6204 -2.7068 14.0072
H -11.4399 -3.7876 13.1501
H -11.4921 -1.9743 12.8776
H -12.7850 -3.6305 11.4639
C -1.1275 2.2739 12.0062
O 0.2180 2.1413 11.5177
H -1.4107 1.2966 12.3971
H -1.0547 2.9888 12.8257
H -1.8058 2.5303 11.1923
H 0.7340 2.9304 11.3370
C -4.8437 -4.8123 16.3157
O -5.8649 -4.6932 15.3347
H -5.1518 -5.3952 17.1836
H -3.9593 -5.2976 15.9028
H -4.6540 -3.7956 16.6598
H -6.6678 -4.4592 15.8061
C 0.1389 -2.7975 13.7075
O 0.5871 -2.3164 12.4675
H -0.2488 -3.8155 13.6673
H 0.9926 -2.8655 14.3819
H -0.6078 -2.1358 14.1465
H 0.6436 -1.3586 12.4357
C -2.8349 -10.3073 14.0477
O -2.7918 -11.6100 14.6573
H -2.0416 -9.7106 14.4978
H -2.4631 -10.3726 13.0252
H -3.7818 -9.7797 14.1622
H -3.1339 -12.2730 14.0531
C -4.6363 -4.8050 9.7329
C -5.8358 -3.9057 9.5638
C -5.5947 -2.4489 10.0642
O -6.0010 -1.6667 8.9547
C -6.2318 -2.4427 7.9361
O -6.6531 -2.0872 6.8539
O -5.9588 -3.7228 8.2027
H -4.8243 -5.7879 9.3008
H -4.4809 -4.9661 10.7997
H -3.7700 -4.4443 9.1783
H -6.6525 -4.4739 10.0090
H -4.5412 -2.2013 10.1941
H -6.2030 -2.2952 10.9555
C -10.0432 3.7783 2.3254
C -10.4423 4.5426 1.0163
C -10.9053 6.0112 1.2758
O -10.1817 6.7275 0.2668
C -9.1964 5.9075 -0.2579
O -8.3367 6.1448 -1.1106
O -9.3129 4.6755 0.2347
H -9.6646 2.7794 2.1089
H -10.9405 3.7024 2.9397
H -9.3328 4.3064 2.9615
H -11.2420 4.0231 0.4885
H -10.8375 6.3696 2.3030
H -11.9675 6.0507 1.0345
C 2.9503 -7.3581 10.6839
C 4.0434 -6.9224 9.7369
C 4.5132 -5.4793 9.8503
O 5.8882 -5.6124 10.0603
C 6.2525 -6.9154 10.2933
O 7.4013 -7.3061 10.5748
O 5.1652 -7.7359 9.9459
H 3.1769 -7.2178 11.7408
H 2.7451 -8.4264 10.6150
H 2.0159 -6.8680 10.4103
H 3.6665 -7.1461 8.7389
H 4.0519 -4.9149 10.6608
H 4.4861 -4.9700 8.8870
C -4.2044 1.1414 0.5650
C -3.3277 1.1177 -0.6530
C -4.0637 1.1624 -1.9427
O -3.4883 2.2635 -2.6387
C -2.6955 2.9349 -1.8035
O -2.2035 4.0026 -2.0753
O -2.6819 2.3563 -0.5775
H -5.0116 1.8575 0.4114
H -3.7212 1.3992 1.5074
H -4.7198 0.1971 0.7402
H -2.6106 0.2999 -0.5821
H -5.1237 1.3981 -1.8476
H -3.8622 0.2249 -2.4609
C -0.4440 -1.7907 4.5711
C 0.3400 -0.6103 5.2613
C 0.7933 -0.8893 6.6631
O 2.1490 -0.4931 6.7112
C 2.6058 -0.3784 5.5454
O 3.7612 -0.2102 5.3180
O 1.6250 -0.5038 4.6260
H -0.3898 -1.6834 3.4878
H -1.4967 -1.8841 4.8378
H 0.0900 -2.7032 4.8360
H -0.1171 0.3714 5.1370
H 0.7608 -1.9506 6.9098
H 0.1384 -0.3663 7.3599
C -8.9683 -10.1153 13.9671
C -9.0684 -10.8678 12.6443
C -9.7688 -10.2543 11.4823
O -8.9159 -10.4291 10.3868
C -7.7478 -10.7983 10.7516
O -6.7706 -10.9568 10.0365
O -7.7573 -11.0177 12.0586
H -8.3088 -10.7861 14.5177
H -9.9069 -10.0345 14.5152
H -8.4946 -9.1369 13.8857
H -9.5966 -11.8145 12.7575
H -9.9267 -9.1874 11.6398
H -10.7063 -10.7797 11.3005

[2]
110
Properties=species:S:1:pos:R:3 method="wB97M-V/def2-TZVPD" s_squared=8.79 e_tot_ha=-5943.59435 max_force_ev_per_a=1.37 e_homo_ev="-13.92 / -13.94" multiplicity=6 homo_lumo_gap_ev="9.07 / 6.42" total_charge=+2
Fe -0.8029 -0.4229 0.2655
C 6.2176 0.8870 -1.3609
C 5.0552 -0.0864 -1.2282
C 3.8450 0.3745 -2.0290
C 2.5977 -0.5061 -1.9020
Ge 1.6162 -0.3799 -0.2171
C 2.5813 -0.8349 1.4352
C 2.8931 -2.3419 1.5102
C 4.1626 -2.7946 0.7994
C 4.4998 -4.2442 1.1165
H 7.0951 0.5391 -0.8190
H 5.9513 1.8707 -0.9693
H 6.5025 1.0147 -2.4056
H 4.7937 -0.1996 -0.1732
H 5.3598 -1.0809 -1.5657
H 4.1211 0.4037 -3.0866
H 3.6131 1.4063 -1.7559
H 2.8825 -1.5615 -1.9757
H 1.8829 -0.3233 -2.7035
H 0.5030 -1.5959 -0.2754
H 1.9481 -0.5633 2.2706
H 3.4841 -0.2309 1.5050
H 2.0447 -2.9241 1.1294
H 2.9779 -2.6166 2.5672
H 4.9914 -2.1435 1.0890
H 4.0499 -2.6761 -0.2821
H 4.6886 -4.3788 2.1823
H 5.3885 -4.5707 0.5796
H 3.6815 -4.9098 0.8364
C -4.8238 -1.3726 1.3857
C -4.2932 -2.8041 1.2826
C -3.1395 -3.0610 2.2491
C -3.9597 -3.1867 -0.1402
C -4.5950 -4.2663 -0.6947
C -4.3562 -4.6645 -2.0141
C -3.4953 -3.9296 -2.8291
C -2.8435 -2.8136 -2.3651
C -2.1001 -1.9761 -3.3844
C -3.0460 -0.9030 -3.9368
C -0.7573 -1.3814 -2.9732
C -3.0089 -2.4472 -0.9639
O -2.3422 -1.4746 -0.4749
H -5.1603 -1.1753 2.4040
H -5.6686 -1.2098 0.7167
H -4.0507 -0.6475 1.1389
H -5.1039 -3.4769 1.5718
H -2.3170 -2.3786 2.0518
H -2.7699 -4.0833 2.1703
H -3.4807 -2.9046 3.2735
H -5.2974 -4.8313 -0.0957
H -4.8638 -5.5325 -2.4112
H -3.3624 -4.2274 -3.8606
H -1.8889 -2.6667 -4.2051
H -3.3264 -0.1890 -3.1620
H -3.9553 -1.3501 -4.3346
H -2.5616 -0.3520 -4.7434
H -0.8776 -0.4809 -2.3600
H -0.2189 -1.0742 -3.8719
H -0.1358 -2.1067 -2.4471
C -1.1252 -0.0462 5.5940
N -0.4050 -0.9425 4.6786
C 0.5274 -1.9308 5.2382
C -0.5161 -0.7967 3.4056
N -0.6193 -0.6584 2.2573
H -0.4060 0.5390 6.1659
H -1.7363 -0.6444 6.2677
H -1.7637 0.6209 5.0195
H 1.3284 -1.4153 5.7668
H 0.9441 -2.5305 4.4330
H -0.0139 -2.5775 5.9264
C -2.2793 4.0579 -0.0906
Si -2.2017 2.2147 0.2200
C -3.5683 1.4418 -0.8132
C -2.6208 1.8853 2.0236
Si 0.1637 1.7798 -0.3909
Si 1.5048 2.9952 1.1822
C 1.2952 2.3206 2.9292
C 3.2827 2.8346 0.6021
C 1.0815 4.8136 1.3338
Si 0.3714 2.7463 -2.6045
C -1.2225 2.4720 -3.5467
C 0.6684 4.5799 -2.3491
C 1.7604 2.1864 -3.7236
H -3.2374 4.3811 0.3272
H -2.3009 4.2844 -1.1549
H -1.4952 4.6407 0.3783
H -4.5196 1.6345 -0.3129
H -3.4783 0.3687 -0.9493
H -3.6260 1.9036 -1.7963
H -3.6637 2.1664 2.1783
H -2.0041 2.4978 2.6842
H -2.5185 0.8461 2.3364
H 1.5059 1.2616 3.0375
H 0.2874 2.5123 3.3006
H 1.9896 2.8638 3.5751
H 3.5838 1.8129 0.3675
H 3.9553 3.2049 1.3781
H 3.4520 3.4361 -0.2930
H 0.1858 4.9623 1.9355
H 0.9608 5.3474 0.3963
H 1.9056 5.2828 1.8775
H -2.1170 2.8035 -3.0291
H -1.3508 1.4277 -3.8315
H -1.1459 3.0537 -4.4694
H -0.1502 5.1205 -1.8831
H 0.8232 5.0070 -3.3429
H 1.5764 4.7704 -1.7795
H 1.7622 1.1228 -3.9554
H 2.7417 2.4729 -3.3532
H 1.6025 2.7259 -4.6608

[3]
122
Properties=species:S:1:pos:R:3 method="wB97M-V/def2-TZVPD" e_tot_ha=-19291.17427 max_force_ev_per_a=7.18 e_homo_ev=-8.75 homo_lumo_gap_ev=8.71
C 3.4880 -6.6796 -6.5177
C 2.0611 -5.9564 -6.5150
C 2.0827 -4.5162 -6.0193
C 2.3535 -4.4537 -4.5657
N 2.5658 -4.3582 -3.4902
H 3.3458 -7.6146 -7.0597
H 3.7983 -6.9830 -5.5179
H 4.1794 -6.0729 -7.1024
H 1.3415 -6.5619 -5.9640
H 1.6721 -5.8101 -7.5227
H 1.1278 -3.9954 -6.0913
H 2.8026 -3.8821 -6.5367
C -0.1177 7.9382 -2.6431
C -0.0078 6.6203 -1.8896
C -1.4687 6.0483 -1.5867
C -2.4404 6.9107 -0.9859
N -3.1735 7.6379 -0.4134
H 0.7930 8.4121 -3.0091
H -0.6096 8.6734 -2.0062
H -0.7028 7.7540 -3.5441
H 0.4922 6.6945 -0.9239
H 0.5542 5.8379 -2.3998
H -1.5245 5.2340 -0.8643
H -1.8924 5.7083 -2.5316
C -0.5311 -2.9788 9.4595
C -1.0797 -2.1670 8.2439
C -2.4961 -2.6699 7.7868
C -2.9502 -2.0057 6.5686
N -3.3160 -1.5396 5.6261
H -0.9575 -3.9812 9.4982
H -0.6049 -2.5204 10.4457
H 0.5434 -3.1366 9.3672
H -0.3495 -2.2552 7.4395
H -1.2133 -1.1137 8.4904
H -3.2921 -2.6825 8.5314
H -2.3419 -3.7279 7.5748
C -4.1617 0.4634 -9.2008
C -3.6079 0.0572 -7.8694
C -4.1272 0.9382 -6.7787
C -5.5239 0.7208 -6.5432
N -6.6406 0.5565 -6.3462
H -3.7458 -0.0929 -10.0408
H -4.0042 1.5060 -9.4772
H -5.2237 0.2438 -9.3104
H -2.5212 0.0818 -7.9498
H -3.8757 -0.9584 -7.5780
H -4.0428 1.9783 -7.0936
H -3.5596 0.7163 -5.8750
C 2.4944 1.4406 -5.1364
S 2.9502 2.0848 -6.8070
O 2.2471 1.1504 -7.7305
C 1.8677 3.6219 -6.6220
H 3.1709 0.6040 -4.9618
H 1.5232 0.9501 -5.2018
H 2.6317 2.1187 -4.2942
H 2.1808 4.3914 -5.9164
H 0.8598 3.3694 -6.2925
H 1.7165 4.0558 -7.6104
C -9.8868 0.4448 0.1270
S -8.2905 0.0737 1.0412
O -7.3702 -0.2455 -0.1005
C -7.7142 1.7083 1.5905
H -9.7416 1.1960 -0.6493
H -10.5965 0.8716 0.8357
H -10.3932 -0.3261 -0.4538
H -8.5509 2.4068 1.6021
H -6.9514 1.9910 0.8650
H -7.3325 1.6847 2.6112
C 0.3564 -0.9599 2.0756
S -0.1131 0.5816 1.2623
O 0.8910 0.9889 0.2339
C -1.4811 -0.0891 0.1302
H 0.8808 -1.6748 1.4415
H -0.5277 -1.4924 2.4263
H 1.0590 -0.6564 2.8516
H -1.9411 0.6188 -0.5593
H -2.2853 -0.4710 0.7590
H -1.1185 -0.8616 -0.5479
C 6.3576 -0.1088 0.7886
S 6.5068 -1.1575 2.3460
O 7.8560 -1.9050 2.1966
C 6.8350 0.3180 3.4159
H 5.8852 -0.6776 -0.0122
H 7.3383 0.1293 0.3768
H 5.7158 0.7623 0.9203
H 6.0008 1.0193 3.3967
H 7.7220 0.8420 3.0599
H 6.9156 -0.0304 4.4456
C 2.8022 2.5626 10.6367
S 3.9453 2.3622 9.2169
O 3.1162 2.0500 7.9590
C 4.4587 4.1413 8.9517
H 3.1551 3.1735 11.4677
H 2.5866 1.6197 11.1392
H 1.8860 2.9995 10.2395
H 5.3340 4.1186 8.3025
H 4.7346 4.6917 9.8511
H 3.6158 4.6364 8.4695
Br 1.1306 -8.3368 -0.8151
C 1.1692 -7.2990 0.8838
C 0.8387 -8.2701 2.0972
Br 0.5237 -7.1668 3.8034
H 0.5206 -6.4268 0.8024
H 2.1512 -6.8433 1.0108
H 1.6340 -8.9626 2.3730
H -0.0135 -8.9481 2.0508
Br -3.8076 -4.9711 -1.9421
C -4.8465 -5.9831 -0.5764
C -4.4478 -5.5447 0.9095
Br -5.5552 -6.6757 2.0781
H -4.8099 -7.0458 -0.8162
H -5.9128 -5.7599 -0.6106
H -4.7388 -4.5111 1.0966
H -3.3812 -5.6622 1.1008
Br 5.8328 7.5297 -1.8757
C 5.6068 7.5922 0.1010
C 5.6457 6.1649 0.6836
Br 5.5487 6.3807 2.6729
H 4.6794 8.0738 0.4111
H 6.4309 8.2106 0.4564
H 6.5992 5.7457 0.3625
H 4.8022 5.5684 0.3360

[4]
131
Properties=species:S:1:pos:R:3 method="wB97M-V/def2-TZVPD" e_tot_ha=-5828.61440 max_force_ev_per_a=2.43 e_homo_ev=-7.41 homo_lumo_gap_ev=7.17
Mg -7.6998 -31.5001 29.1356
O -8.0228 -31.8031 31.1020
C -9.3920 -31.5531 31.3151
C -10.2584 -30.9982 30.1050
O -9.5781 -30.7352 28.8984
H -9.5833 -30.8682 32.1603
H -9.8747 -32.4908 31.6538
H -10.7305 -30.0429 30.4052
H -11.0958 -31.6800 29.8709
C -9.2368 -28.2441 26.4873
C -10.4554 -27.4933 26.9823
C -11.6245 -28.4353 27.3232
O -12.0249 -28.0484 28.6226
C -11.1063 -27.2235 29.1677
O -11.0789 -26.8147 30.2834
O -10.1780 -26.9255 28.2619
H -8.8604 -28.8812 27.2812
H -8.4960 -27.4907 26.2110
H -9.5147 -28.8475 25.6217
H -10.7589 -26.6990 26.2991
H -11.3220 -29.4857 27.3191
H -12.4436 -28.3146 26.6121
C -7.8791 -35.6206 32.6867
C -6.8734 -34.5484 32.2444
C -6.3995 -33.5893 33.3400
O -4.9606 -33.8111 33.4128
C -4.6128 -34.6957 32.4850
O -3.4916 -34.8735 32.0907
O -5.6771 -35.2799 31.9396
H -7.5820 -36.0813 33.6314
H -7.8650 -36.4439 31.9714
H -8.9006 -35.2596 32.8060
H -7.2008 -34.0258 31.3434
H -6.7867 -33.8469 34.3226
H -6.5661 -32.5446 33.0821
C -12.0980 -27.6335 32.4113
C -12.3247 -27.1514 33.8257
C -13.2241 -28.0084 34.7638
O -12.3787 -28.2806 35.8794
C -11.1408 -27.8311 35.6456
O -10.2031 -28.0836 36.3471
O -11.0752 -27.1821 34.4936
H -12.9886 -27.8215 31.8116
H -11.5851 -28.5991 32.3478
H -11.4639 -26.9373 31.8632
H -12.7826 -26.1618 33.8363
H -13.5689 -28.9580 34.3576
H -14.1026 -27.4217 35.0293
C -10.5433 -33.3345 34.7002
C -9.2581 -32.5285 34.6198
C -9.3940 -31.0399 34.9548
O -8.2666 -30.8460 35.7927
C -7.8208 -31.9963 36.3118
O -6.9757 -32.0591 37.1445
O -8.4731 -33.0279 35.7432
H -11.2195 -32.8456 33.9942
H -11.0329 -33.2535 35.6690
H -10.3286 -34.3777 34.4825
H -8.7282 -32.6349 33.6729
H -10.3221 -30.7835 35.4679
H -9.2425 -30.4599 34.0455
C -7.2917 -32.2064 24.7511
S -6.8501 -30.7888 25.8594
O -7.3676 -31.2578 27.1913
C -5.0665 -30.9751 25.8673
H -8.3522 -32.0520 24.5879
H -7.0556 -33.1103 25.3051
H -6.7335 -32.1089 23.8213
H -4.6354 -30.7679 24.8857
H -4.9374 -32.0600 25.9506
H -4.5334 -30.4689 26.6616
C -5.1555 -27.9893 30.6268
S -6.6394 -28.3191 29.5973
O -6.7415 -29.8122 29.4744
C -7.9215 -27.7497 30.7263
H -4.4098 -28.7687 30.4645
H -5.2776 -27.9248 31.7072
H -4.7078 -27.0772 30.2301
H -8.8528 -27.7481 30.1593
H -7.6805 -26.7573 31.0964
H -8.1016 -28.5147 31.4830
C -14.4591 -29.8251 30.4365
S -14.1656 -31.5701 30.8039
O -15.5093 -32.1440 31.2400
C -13.2450 -31.3675 32.3280
H -15.0330 -29.3591 31.2373
H -14.9376 -29.6973 29.4725
H -13.4487 -29.4098 30.4784
H -13.7808 -30.7232 33.0236
H -12.2826 -30.9155 32.0691
H -13.0567 -32.3105 32.8324
C -10.9026 -32.2667 25.6950
S -12.7212 -32.3984 25.7611
O -13.0202 -33.7869 25.2348
C -12.7657 -32.5710 27.5690
H -10.4711 -33.1696 26.1127
H -10.6040 -31.4291 26.3371
H -10.6198 -31.9987 24.6795
H -13.8041 -32.6152 27.8877
H -12.3206 -31.6739 28.0112
H -12.1758 -33.4074 27.9342
C -8.6425 -35.6596 27.2403
S -8.1811 -34.7392 28.7366
O -8.2252 -33.2719 28.3830
C -9.7082 -35.0717 29.6676
H -8.9630 -36.6794 27.4396
H -7.7869 -35.6503 26.5675
H -9.4512 -35.1088 26.7604
H -9.7075 -36.1493 29.8562
H -10.6331 -34.8335 29.1452
H -9.7042 -34.5681 30.6320
C -4.6479 -32.1789 31.3501
S -4.6914 -32.9611 29.7230
O -5.9055 -32.3712 29.0723
C -3.2218 -32.1642 29.0273
H -4.0190 -32.7893 32.0008
H -5.6733 -32.3178 31.7089
H -4.4406 -31.1136 31.3225
H -2.4015 -32.1350 29.7412
H -3.5509 -31.1438 28.8204
H -2.9230 -32.6663 28.1107
C -4.6666 -30.2479 35.0721
S -5.6504 -28.7405 34.7123
O -4.6204 -27.7053 34.4184
C -6.2663 -29.3193 33.0637
H -4.2804 -30.3236 36.0846
H -3.8156 -30.2893 34.3906
H -5.3224 -31.0948 34.8605
H -5.4234 -29.2386 32.3760
H -7.0672 -28.6512 32.7590
H -6.5975 -30.3571 33.0374